Density functional theory data (ωB97M-V/def2-TZVPD) for a cluster of 2 separate species, C5H12NO2 in total.

Structure (XYZ):
```
20
Properties=species:S:1:pos:R:3:forces:R:3:mulliken_charge:R:1
C -0.258514 0.942786 0.119208 -0.121 0.669 -1.921 0.060
O -0.459211 3.356529 0.142959 0.143 -0.119 -0.160 -0.882
H 0.303640 -0.459676 -1.445607 0.164 -0.041 0.207 0.298
H 1.367435 1.837422 0.893664 -0.126 0.370 -0.413 0.295
N 1.190084 1.046578 0.280224 0.022 -0.481 1.359 -0.629
H 1.870354 -0.227806 1.948540 0.169 -0.211 -0.611 0.369
H -1.892691 2.183327 -0.667297 0.081 -0.428 -0.651 0.248
H -0.236318 2.222760 -1.565243 -0.546 -0.046 -0.376 0.202
O 2.274871 -1.110730 1.997066 0.105 -0.032 0.686 -0.713
H -1.339389 -0.020303 -1.497245 -0.302 -0.028 0.383 0.339
H 1.620466 1.246579 -0.613531 -0.075 0.173 -0.073 0.210
H -0.881515 -3.680832 0.063145 -0.190 0.157 0.213 0.274
H -0.765608 0.911971 1.082634 0.155 -0.292 0.203 0.413
C -0.688888 -2.762354 -0.476564 0.407 0.025 -0.276 -0.757
H 1.613591 -1.678759 1.597810 -0.127 0.000 -0.228 0.313
H -0.247963 -2.891595 -1.462484 -0.046 -0.046 0.006 0.245
C -0.779300 2.264456 -0.578036 0.564 0.382 1.586 -0.786
H -1.275386 -1.375456 0.979061 -0.080 -0.064 0.001 0.306
C -0.545456 -0.276659 -0.779963 -0.128 0.208 0.143 -0.585
C -0.870205 -1.528238 -0.018337 -0.070 -0.197 -0.080 -0.219
```
Forces are in eV/Å.

Results
LUMO energy: 3.565 eV
Relative energy (zero: lowest compared OMol25 entry of this formula, charge and spin): 3.161 eV
E_tot: -10963.8296 eV
Charge: -1
E_HOMO: -2.61 eV